1.
ORCA calculation (ωB97M-V/def2-TZVPD) on one molecule with the formula C25H22ClN3O5S at a distorted geometry.

Geometry as ORCA input:
```
! wB97M-V def2-TZVPD RIJCOSX def2/J DEFGRID3
* xyz 0 1
Cl 4.645 -0.653 -4.074
S 1.650 0.289 -4.278
O -0.420 0.318 5.436
O -0.776 1.395 1.004
O 0.265 0.577 -4.034
O 2.589 -1.231 2.425
O 2.428 1.267 -4.974
N 1.367 -0.213 0.794
N -0.378 0.572 3.141
N 1.827 -1.193 -5.058
C -0.740 0.931 4.453
C 4.284 -0.849 -1.404
C 1.924 -1.116 -6.498
C 0.890 -2.171 -4.561
C -0.620 -1.838 2.586
C -2.411 3.532 2.535
C 2.413 -0.094 -2.698
C -1.681 2.447 2.972
C 0.343 -0.680 2.964
C -0.919 1.437 2.207
C -2.683 -0.885 1.532
C 3.729 -0.525 -2.635
C -2.173 2.931 5.290
C -2.971 -0.816 -0.847
C -1.769 -1.485 -1.008
C -1.461 -1.532 1.381
C -1.564 2.149 4.331
C -1.023 -1.847 0.099
C 1.657 0.021 -1.553
C 1.569 -0.705 2.036
C 3.528 -0.749 -0.251
C -3.433 -0.529 0.426
C 2.204 -0.312 -0.312
C -3.028 4.321 3.502
C -2.911 4.027 4.852
H -2.078 2.696 6.339
H 0.472 0.247 0.606
H 0.743 -0.908 3.962
H -2.495 3.753 1.483
H 2.533 -0.248 -6.736
H -0.090 -2.376 -0.030
H -3.401 4.659 5.576
H -3.048 -0.657 2.525
H 0.942 -1.008 -6.973
H 1.172 -3.156 -4.933
H -4.376 -0.020 0.559
H 2.411 -2.018 -6.871
H 0.944 -2.168 -3.474
H 0.637 0.365 -1.643
H -1.409 -1.715 -2.000
H -3.609 5.178 3.194
H -0.010 -2.727 2.417
H -0.138 -1.943 -4.867
H -1.266 -2.023 3.447
H -3.546 -0.523 -1.711
H 5.308 -1.183 -1.355
H 3.953 -1.015 0.703
*
```

Its structure (SMILES) is CN(C)S(=O)(=O)c1cc(NC(=O)[C@H](Cc2ccccc2)N2C(=O)c3ccccc3C2=O)ccc1Cl. Its relative energy (zero: lowest compared OMol25 entry of this formula, charge and spin) is 2.5 kcal per mole. For the energy, the calculation gives -2364.77748 hartree. Its max |F| is 1.14 eV/Å. The frontier orbital gap is 7.75 eV.

2.
ORCA calculation (ωB97M-V/def2-TZVPD) on one molecule with the formula C4H8S at a distorted geometry.

Geometry as ORCA input:
```
! wB97M-V def2-TZVPD RIJCOSX def2/J DEFGRID3
* xyz 0 1
S -0.893 -1.369 -1.753
C 0.100 0.605 0.227
C 0.224 0.122 -1.231
C -0.910 0.308 1.274
C 1.340 -0.201 -0.350
H 0.381 0.723 -2.105
H -0.443 0.113 2.206
H -1.551 1.189 1.302
H 1.533 -1.229 -0.077
H 2.197 0.424 -0.305
H 0.588 1.579 0.397
H -0.997 -1.791 -0.517
H -1.569 -0.473 0.932
*
```

Its structure (SMILES) is C[C@H]1C[C@H]1S. Its relative energy (zero: lowest compared OMol25 entry of this formula, charge and spin) is 25.8 kcal per mole. For the energy, the calculation gives -555.32888 hartree. Its max |F| is 3.33 eV/Å. The frontier orbital gap is 9.98 eV.

3.
ORCA calculation (ωB97M-V/def2-TZVPD) on C35H43ClGaP2Si2 as an isolated structure at a distorted geometry.

Geometry as ORCA input:
```
! wB97M-V def2-TZVPD RIJCOSX def2/J DEFGRID3
* xyz 1 1
Ga -1.103 -0.164 -0.602
Cl -3.094 -2.731 -2.070
P 0.947 -3.132 0.686
P -2.176 -0.985 1.323
Si -4.159 -1.482 -5.546
Si -2.058 -1.038 -2.776
C -2.761 0.629 -3.338
C -0.763 -2.671 -4.719
C -3.324 -4.710 -8.804
C -7.758 0.573 -5.651
C -2.733 -2.728 -7.544
C -5.689 -0.607 -6.079
C 1.287 -2.083 -5.880
C -4.441 -4.894 -7.977
C -6.696 -0.211 -5.181
C -3.721 1.296 -2.555
C -5.776 -0.258 -7.437
C -6.834 0.531 -7.890
C -3.977 -0.969 1.030
C 0.172 -2.916 -5.726
C -0.712 1.934 -0.442
C -0.173 1.928 0.923
C 1.583 -4.598 1.616
C -2.462 -3.635 -8.568
C -3.862 -2.892 -6.725
C -2.617 2.608 -4.757
C -0.650 -1.529 -3.910
C -0.901 -3.495 0.779
C 1.579 1.517 -0.517
C -1.768 -2.726 1.780
C 1.458 -1.000 -5.015
C 1.283 -1.831 1.949
C 0.505 -0.730 -4.025
C 1.194 1.612 0.854
C -3.552 3.268 -3.959
C -2.182 1.322 -4.419
C -4.091 2.612 -2.852
C -4.706 -4.000 -6.928
C -1.964 -0.074 2.884
C -7.827 0.950 -6.997
C 0.455 1.769 -1.324
H -2.078 -1.872 -7.378
H -5.576 -4.152 -6.282
H -1.629 2.447 -0.733
H -6.630 -0.526 -4.138
H 2.337 -0.365 -5.107
H -4.449 -1.653 1.751
H -5.008 -0.599 -8.141
H -1.575 -3.481 -9.189
H -0.736 2.241 1.803
H -1.384 0.853 -5.000
H -2.413 0.922 2.773
H 2.251 -4.271 2.421
H 0.028 -3.765 -6.390
H -4.108 -1.773 -4.076
H -8.545 0.877 -4.958
H -1.318 -2.717 2.786
H -4.787 3.130 -2.190
H 0.668 0.102 -3.332
H -2.193 3.105 -5.627
H -1.607 -3.350 -4.571
H -4.199 -1.298 0.008
H -4.157 0.789 -1.687
H 2.601 1.359 -0.874
H 2.021 -2.287 -6.664
H -6.890 0.804 -8.945
H 1.831 -2.275 2.787
H 0.766 -5.208 2.020
H -5.113 -5.728 -8.162
H 0.424 1.967 -2.400
H -0.904 0.045 3.149
H -3.842 4.299 -4.181
H -8.660 1.552 -7.356
H -3.127 -5.392 -9.629
H -4.350 0.052 1.190
H 1.933 -1.096 1.466
H -1.270 -3.322 -0.246
H -2.480 -0.616 3.692
H -2.745 -3.233 1.857
H 2.161 -5.188 0.893
H -3.131 -0.474 -5.861
H 0.400 -1.307 2.325
H 1.869 1.537 1.712
H -0.992 -4.571 0.990
*
```

Its relative energy (zero: lowest compared OMol25 entry of this formula, charge and spin) is 0.0 kcal per mole. For the energy, the calculation gives -5005.94226 hartree. Its max |F| is 1.90 eV/Å. The frontier orbital gap is 6.80 eV.

4.
ORCA calculation (ωB97M-V/def2-TZVPD) on a 4-piece molecular cluster, C24H38ClF13N4O11P3 overall at a distorted geometry.

Geometry as ORCA input:
```
! wB97M-V def2-TZVPD RIJCOSX def2/J DEFGRID3
* xyz 1 1
Cl -0.367 -4.513 -2.120
P 0.802 -4.338 1.664
P -2.097 -3.802 -1.086
P -1.317 -5.323 3.851
F 2.073 4.263 -0.049
F 0.283 3.860 1.087
F 9.168 7.286 -0.704
F -0.890 1.108 -5.118
F -2.624 0.113 -4.322
F 1.221 5.793 1.196
F 0.807 -2.996 5.388
F -0.901 -4.248 7.000
F 7.943 8.723 0.327
F -0.311 -1.120 5.794
F -1.645 -2.201 7.512
F 7.597 8.311 -1.762
F -0.668 -0.777 -4.104
O -1.605 -0.321 -7.368
O -1.556 -6.353 2.719
O 0.132 -5.726 4.564
O 5.758 7.163 0.181
O -0.543 6.315 -0.863
O -2.515 -5.697 5.002
O 0.010 4.334 -1.777
O -2.546 -5.091 -0.099
O 1.811 -3.945 2.732
O -1.939 -2.122 -6.061
O 7.144 5.456 -0.300
N -1.494 -2.397 -0.171
N -0.431 -1.177 1.628
N -1.624 -1.131 -0.804
N -0.777 -3.627 1.751
C -1.656 -0.828 -6.285
C -0.922 -2.380 1.027
C 0.907 4.803 0.353
C 0.047 5.274 -0.816
C -4.154 -1.126 -0.217
C -1.475 -3.092 6.432
C 4.929 5.677 1.915
C 0.883 -0.747 0.991
C 6.928 6.633 -0.216
C -2.195 -2.920 -7.230
C -1.469 -3.633 3.075
C 4.727 6.223 0.515
C -0.074 5.554 -3.880
C -3.031 -3.487 2.686
C -0.898 -3.343 -7.890
C -1.457 -0.094 -4.963
C -4.079 -3.409 3.647
C -0.118 -1.310 3.083
C -3.012 -0.900 -1.311
C -1.090 -2.328 3.882
C 1.132 0.820 1.236
C -0.807 4.637 -2.921
C 7.913 7.737 -0.586
C -0.472 -2.464 5.328
H -0.342 -2.478 -8.260
H -3.066 0.212 -1.571
H -0.213 -0.252 3.504
H 5.859 5.109 1.987
H 0.511 -6.486 4.069
H -1.764 5.062 -2.609
H -0.251 -3.853 -7.172
H -3.362 -3.395 1.600
H 1.941 1.128 0.490
H 1.754 -1.397 1.300
H -2.847 -2.387 -7.926
H 4.679 5.423 -0.227
H 1.363 -3.958 0.384
H 3.781 6.765 0.467
H 0.800 -0.854 -0.145
H 0.950 -1.621 3.313
H -1.021 3.687 -3.413
H 1.417 1.061 2.299
H -2.039 -1.704 4.029
H -3.998 -0.476 0.705
H -2.740 -3.803 -6.893
H 0.196 1.373 0.889
H -4.900 -4.179 3.768
H 0.132 6.523 -3.421
H -0.665 5.719 -4.782
H -3.238 -1.429 -2.297
H 4.998 6.493 2.638
H -4.360 -2.211 0.018
H -2.505 -3.312 6.007
H -4.079 -2.516 4.353
H -1.728 -5.541 0.211
H 4.101 5.023 2.196
H 0.742 -5.781 1.631
H -3.212 -6.219 4.552
H -5.110 -0.724 -0.698
H 0.890 5.123 -4.161
H -1.093 -4.012 -8.729
H -1.033 -1.229 -1.647
*
```

For the energy, the calculation gives -4766.18911 hartree. Its max |F| is 7.35 eV/Å. The frontier orbital gap is 7.21 eV.

5.
ORCA calculation (ωB97M-V/def2-TZVPD) on a 21-piece molecular cluster, H43O21 overall at a distorted geometry.

Geometry as ORCA input:
```
! wB97M-V def2-TZVPD RIJCOSX def2/J DEFGRID3
* xyz 1 1
O -4.261 -1.444 -1.576
O 0.684 -3.405 2.927
O 4.649 2.415 -0.790
O -0.614 -3.193 -2.697
O -3.745 1.518 -0.674
O 0.534 4.252 -1.106
O 1.768 1.921 3.035
O -1.389 4.294 1.041
O 2.756 -3.427 1.018
O 0.731 -3.615 -0.879
O 1.911 -1.658 -2.388
O 4.499 0.145 -1.874
O -0.571 1.554 1.809
O 1.042 0.475 -1.290
O -3.198 -2.920 0.721
O -1.462 -1.563 -0.581
O 1.063 -0.573 2.826
O -1.100 2.083 -1.032
O -1.542 -0.829 1.835
O -3.101 0.282 3.405
O 1.644 2.546 -2.802
H -1.681 3.609 1.658
H 1.583 2.229 -3.706
H 0.529 4.588 -2.009
H 2.063 -0.811 -2.808
H 0.196 -4.021 -1.579
H 5.027 0.850 -2.240
H 0.994 1.430 -1.252
H 3.592 0.451 -1.960
H 4.436 3.312 -0.576
H 0.736 -0.013 -0.529
H 0.088 -2.891 -3.272
H -2.265 -1.967 -0.931
H -1.430 -2.700 -2.685
H -0.723 1.917 -1.914
H -0.309 1.703 0.892
H 1.802 0.935 3.171
H -2.416 -0.620 2.357
H 0.802 -2.755 -1.321
H -2.848 1.780 -0.534
H 0.955 4.986 -0.641
H 1.608 3.497 -2.798
H -3.906 -1.395 -2.476
H -4.166 2.058 -1.324
H 2.370 -4.205 0.606
H -1.790 -1.111 0.904
H -0.745 3.007 -1.100
H 1.018 2.088 3.628
H -3.748 -0.148 3.981
H 0.868 -1.265 3.462
H -0.739 -2.178 -0.760
H 5.138 1.980 -0.089
H 0.294 1.556 2.322
H -2.825 -3.675 1.178
H 1.172 -1.000 1.978
H -3.962 -3.259 0.241
H 0.033 -3.421 2.226
H -1.203 0.147 1.759
H 2.623 -2.700 0.431
H -0.442 4.198 1.183
H -4.389 -0.483 -1.458
H 1.537 -3.715 2.598
H -2.552 0.785 4.008
H 2.376 -1.630 -1.552
*
```

Its relative energy (zero: lowest compared OMol25 entry of this formula, charge and spin) is 89.7 kcal per mole. For the energy, the calculation gives -1605.53815 hartree. Its max |F| is 2.38 eV/Å. The frontier orbital gap is 10.22 eV.

6.
ORCA calculation (ωB97M-V/def2-TZVPD) on C23H26O5S5Ta as an isolated structure at a distorted geometry.

Geometry as ORCA input:
```
! wB97M-V def2-TZVPD RIJCOSX def2/J DEFGRID3
* xyz 1 1
Ta -0.329 0.205 -0.525
S -3.753 3.126 -1.792
S -3.705 0.932 -3.705
S -0.955 0.040 -2.921
S -1.011 2.503 -0.739
S -6.037 2.749 -3.634
O -2.065 1.104 2.259
O -2.374 -2.833 0.525
O 0.450 -1.630 0.935
O 0.609 0.550 1.146
O -1.876 -0.719 -0.102
C 2.305 3.532 -1.001
C 3.617 2.525 1.357
C 3.217 -2.192 -0.385
C -0.736 -0.681 2.801
C -3.008 0.048 2.488
C -3.346 0.190 3.969
C 2.108 1.158 -1.857
C -4.620 2.264 -3.038
C 2.876 -0.723 -0.478
C -2.315 2.141 -1.815
C 3.118 1.548 0.321
C -2.144 -1.228 2.292
C -1.977 0.634 4.547
C -2.152 -1.729 0.862
C 3.299 0.170 0.504
C -1.128 0.726 3.278
C 1.943 -1.217 -2.771
C 0.216 -0.640 1.634
C 2.493 2.043 -0.833
C 2.217 -0.242 -1.636
C -2.293 1.110 -2.707
C 1.875 1.699 -3.252
C 3.896 -0.345 1.798
H 3.219 4.012 -1.364
H -4.101 0.960 4.106
H 2.873 -1.457 -3.294
H 2.800 2.865 2.002
H 3.593 -1.370 1.997
H 3.570 0.260 2.644
H -3.846 0.135 1.803
H -2.044 1.609 5.023
H 4.383 2.091 1.992
H 1.529 -2.158 -2.409
H -0.312 -1.312 3.582
H -1.561 -0.069 5.270
H 0.828 1.781 -3.530
H 4.988 -0.320 1.785
H -3.722 -0.738 4.398
H 2.361 1.052 -3.983
H 4.042 3.409 0.886
H 3.440 -2.603 -1.368
H 1.262 -0.810 -3.511
H 2.321 2.685 -3.352
H -2.499 -2.062 2.888
H -0.307 1.433 3.313
H 2.047 4.004 -0.053
H 2.402 -2.780 0.038
H 4.098 -2.350 0.231
H 1.509 3.759 -1.705
*
```

Its relative energy (zero: lowest compared OMol25 entry of this formula, charge and spin) is 36.2 kcal per mole. For the energy, the calculation gives -3316.06720 hartree. Its max |F| is 3.55 eV/Å. The frontier orbital gap is 5.91 eV.

7.
ORCA calculation (ωB97M-V/def2-TZVPD) on C35H27N10O10STi as an isolated structure at a distorted geometry.

Geometry as ORCA input:
```
! wB97M-V def2-TZVPD RIJCOSX def2/J DEFGRID3
* xyz -1 1
Ti -0.367 -0.232 0.433
S 1.317 0.057 -3.066
O -6.358 -0.344 0.357
O -0.775 -1.734 -0.762
O -0.701 -1.680 1.732
O -0.557 3.394 -1.278
O -6.776 3.875 -1.635
O -5.040 5.033 -2.158
O -0.333 1.207 -0.923
O -2.292 0.170 0.562
O -4.476 -1.340 0.593
O 2.175 -0.757 -4.012
N -5.574 4.048 -1.689
N 8.768 0.586 -0.002
N -1.427 -2.606 1.239
N 1.413 -3.368 0.493
N -5.141 -0.364 0.328
N 0.157 1.242 1.796
N 1.049 3.785 2.666
N 1.623 -4.367 -2.109
N -1.477 -2.589 -0.025
N 1.703 -0.376 0.412
C 1.452 1.670 1.574
C -3.321 3.139 -1.221
C -0.663 2.120 2.464
C -2.791 -4.699 -2.745
C 2.456 2.261 -3.899
C 2.551 -1.330 -0.129
C 7.923 1.613 -0.104
C -4.453 0.865 -0.136
C -3.847 -5.356 -0.688
C -2.252 -3.595 -0.709
C 1.833 2.974 2.043
C -2.071 -3.720 -2.073
C -3.045 0.999 -0.078
C -5.277 1.852 -0.644
C 3.710 0.976 0.800
C 3.881 -1.147 -0.276
C 4.507 0.058 0.203
C -0.244 3.329 2.881
C -2.502 2.157 -0.716
C 2.079 -3.162 -1.783
C 1.004 2.457 -4.336
C 2.299 0.795 0.902
C -1.016 2.313 -0.966
C 8.213 -0.614 0.158
C -3.138 -4.389 0.003
C 6.848 -0.839 0.223
C 1.055 -5.065 -1.129
C 0.288 1.109 -4.138
C 0.948 -4.567 0.158
C 2.337 1.472 -2.603
C 5.969 0.236 0.123
C 1.977 -2.662 -0.481
C -4.700 2.988 -1.157
C -3.674 -5.516 -2.058
C 6.546 1.493 -0.052
H 0.671 -6.049 -1.374
H -2.654 -4.815 -3.812
H 0.533 3.197 -3.687
H -6.347 1.722 -0.637
H -4.235 -6.274 -2.590
H 3.263 1.074 -2.190
H -1.678 1.781 2.633
H -0.921 4.006 3.383
H 0.923 2.804 -5.367
H 6.475 -1.844 0.375
H 2.846 3.319 1.861
H -4.552 -5.979 -0.152
H 4.468 -1.927 -0.742
H 0.477 -5.150 0.943
H -2.873 4.013 -1.671
H 0.191 0.517 -5.047
H -0.691 1.222 -3.673
H 1.785 2.030 -1.843
H 2.998 1.662 -4.632
H 8.901 -1.449 0.245
H 4.152 1.854 1.251
H 5.925 2.372 -0.167
H 2.499 -2.549 -2.574
H 2.983 3.206 -3.764
H -1.377 -3.071 -2.586
H 8.374 2.589 -0.246
H -3.283 -4.231 1.060
*
```

Its relative energy (zero: lowest compared OMol25 entry of this formula, charge and spin) is 5.9 kcal per mole. For the energy, the calculation gives -3897.55038 hartree. Its max |F| is 2.67 eV/Å. The frontier orbital gap (spin up / spin down) is 5.10 / 5.19 eV.